A gas-phase ion, C5H13N2 (charge +1) at a distorted geometry. Source: OMol25; level of theory: ωB97M-V/def2-TZVPD.

Properties
Kohn-Sham gap: 7.8 eV
Net charge: +1
ΔE to the lowest compared entry with this formula, charge and spin: 3.705 eV
E_LUMO: -3.73 eV
Structure (SMILES): CN/C=C/CC[NH3+]
Spin multiplicity: 1
E: -8367.1055 eV

Element x y z (Å)
H 0.383464 1.170612 -1.737067
H 2.036374 1.630821 -1.190491
C 0.195799 -1.207629 -1.391112
H 0.065831 -1.766473 -2.318614
H 0.370489 -2.005461 -0.666045
C -1.333768 -0.691639 0.471300
C 1.522224 -0.404129 -1.278089
H -0.162967 -0.318575 2.722966
H -0.197971 1.463293 2.509326
C -0.794118 0.539394 2.510600
H -1.453322 0.529983 3.400339
N -1.574585 0.389555 1.288129
H 2.109220 -0.720699 -0.394709
H -0.964438 -1.568089 0.995494
H -1.805505 1.249875 0.822090
H -1.502791 0.247807 -1.387340
N 1.183104 1.074693 -1.111563
H 0.907199 1.394024 -0.176376
C -1.124695 -0.633085 -0.894098
H 2.140456 -0.374276 -2.174740

Forces on atoms 1 to 6 (eV/Å):
H 0.30 1.14 -0.25
H -0.28 0.26 -1.34
C -0.88 -2.39 0.54
H 0.50 0.55 -0.41
H 0.05 -0.35 -0.17
C 2.09 1.26 -1.16